(1)
DFT (wB97M-V/def2-TZVPD) results for C22H26N5PSY as an isolated structure.

Structure (XYZ):
```
56
Properties=species:S:1:pos:R:3:mulliken_charge:R:1
Y 0.445 0.360 1.217 0.857
C 4.403 1.614 -1.011 -1.805
C 3.391 0.801 -0.265 1.180
N 2.730 1.233 0.732 -0.277
N 2.927 2.488 1.208 -0.230
C 2.343 2.825 2.395 0.686
N 2.461 4.101 2.741 -0.394
S 1.620 1.704 3.420 -0.443
C 3.108 -0.622 -0.622 0.326
C 3.989 -1.361 -1.384 -0.823
C 3.711 -2.700 -1.632 -0.453
C 2.557 -3.252 -1.116 -0.990
C 1.720 -2.440 -0.368 -0.220
N 1.984 -1.158 -0.117 0.159
H 4.012 2.610 -1.223 0.483
H 4.652 1.164 -1.967 0.417
H 5.321 1.722 -0.428 0.379
H 3.403 3.178 0.647 0.193
H 2.789 4.811 2.107 0.207
H 1.996 4.396 3.584 0.245
H 4.893 -0.913 -1.772 0.350
H 4.393 -3.298 -2.221 0.441
H 2.293 -4.286 -1.292 0.469
H 0.789 -2.828 0.028 0.690
N -0.343 2.079 0.629 -0.802
C -1.454 2.522 1.314 0.325
C -1.972 1.829 2.441 0.165
C -3.123 2.223 3.108 -0.979
C -3.818 3.344 2.690 -0.486
C -3.333 4.060 1.595 -0.464
C -2.186 3.667 0.927 -0.233
H -1.455 0.937 2.816 0.206
H -3.478 1.655 3.962 0.365
H -4.715 3.658 3.207 0.403
H -3.866 4.942 1.258 0.370
H -1.820 4.225 0.073 0.414
C -3.271 -0.513 0.127 -1.225
P -1.574 -0.799 -0.492 1.011
C -1.543 0.270 -1.969 -1.425
C -1.660 -2.493 -1.154 0.409
C -1.426 -2.792 -2.493 -0.270
C -1.449 -4.112 -2.932 -0.727
C -1.705 -5.141 -2.040 -0.489
C -1.936 -4.853 -0.699 -0.750
C -1.905 -3.539 -0.260 -0.480
H -3.519 -1.220 0.918 0.356
H -3.982 -0.626 -0.690 0.448
H -3.330 0.498 0.534 0.320
H -2.361 0.013 -2.643 0.476
H -0.593 0.201 -2.498 0.344
H -1.649 1.292 -1.607 0.373
H -1.230 -2.001 -3.205 0.337
H -1.275 -4.332 -3.977 0.415
H -1.732 -6.166 -2.387 0.421
H -2.142 -5.653 0.001 0.414
H -2.084 -3.323 0.789 0.313
```

Values from the calculation:
HOMO level, eV: -8.78
Gap between HOMO and LUMO, eV: 5.15
Net charge: +1
Spin multiplicity: 1
LUMO, hartree: -0.133
Relative energy (zero: lowest compared OMol25 entry of this formula, charge and spin), kcal per mole: 3.5

***

(2)
DFT (wB97M-V/def2-TZVPD) results for C22H27As2O16PTl as an isolated structure in a non-equilibrium geometry.

Structure (XYZ):
```
69
Properties=species:S:1:pos:R:3:nbo_charge:R:1
Tl 1.872 -1.779 -0.007 0.763
O 2.140 4.057 2.460 -0.538
C 1.766 2.911 2.279 0.388
C 0.804 2.428 1.250 0.335
O -0.030 3.107 0.630 -0.639
C 1.058 1.022 1.101 0.173
C 1.977 0.566 2.086 0.364
O 2.477 -0.603 2.120 -0.812
C 2.256 1.682 3.004 0.365
O 2.757 1.646 4.116 -0.547
O 0.520 0.255 0.197 -0.888
C 6.069 -0.773 -0.061 -0.256
O 5.371 0.144 -0.875 -0.836
P 3.836 0.585 -0.332 1.657
O 4.217 1.534 0.904 -0.836
C 4.905 2.765 0.738 -0.257
O 3.600 1.722 -1.460 -0.830
C 2.962 1.381 -2.675 -0.254
H 7.058 -0.365 0.154 0.180
H 6.180 -1.726 -0.588 0.172
H 5.550 -0.941 0.885 0.189
H 5.166 3.104 1.740 0.203
H 4.253 3.501 0.268 0.200
H 5.802 2.630 0.131 0.176
H 2.714 2.322 -3.166 0.193
H 2.048 0.811 -2.495 0.206
H 3.636 0.796 -3.306 0.173
C -2.830 3.204 1.827 -0.286
O -2.817 2.232 2.855 -0.486
C -2.406 0.976 2.743 0.779
O -2.299 0.361 3.792 -0.580
C -2.138 0.257 1.459 -0.445
C -2.045 -1.063 1.662 -0.335
As -1.686 -2.593 0.527 0.956
C -3.550 -3.290 0.455 -0.915
C -1.693 -1.744 -1.213 -0.451
C -1.598 -0.438 -1.468 -0.279
As -1.973 1.091 -0.322 1.047
C -3.958 0.799 -0.628 -0.952
C -1.220 0.017 -2.815 0.773
O -0.190 -0.273 -3.376 -0.597
O -2.129 0.879 -3.295 -0.510
C -1.922 1.415 -4.592 -0.265
C -1.727 -2.694 -2.324 0.763
O -2.104 -2.465 -3.448 -0.594
O -1.379 -3.943 -1.921 -0.511
C -1.444 -4.918 -2.946 -0.257
C -2.379 -1.683 2.980 0.786
O -3.523 -2.030 3.191 -0.619
O -1.387 -2.198 3.726 -0.512
C -0.092 -1.647 3.598 -0.257
H -3.106 4.130 2.331 0.197
H -3.568 2.968 1.054 0.171
H -1.841 3.313 1.372 0.252
H -3.824 -3.710 1.421 0.252
H -3.612 -4.072 -0.302 0.217
H -4.260 -2.497 0.222 0.224
H -4.222 -0.225 -0.377 0.207
H -4.207 0.988 -1.669 0.224
H -4.561 1.464 -0.010 0.211
H -1.803 2.495 -4.505 0.189
H -2.801 1.176 -5.194 0.187
H -1.029 0.971 -5.037 0.214
H -1.215 -5.879 -2.495 0.192
H -0.725 -4.677 -3.732 0.193
H -2.446 -4.927 -3.383 0.193
H 0.537 -2.176 4.312 0.201
H -0.102 -0.581 3.837 0.207
H 0.315 -1.793 2.589 0.175
```

Values from the calculation:
HOMO level, eV: -4.59
Gap between HOMO and LUMO, eV: 6.60
Net charge: -1
Spin multiplicity: 1
LUMO, hartree: 0.074
Relative energy (zero: lowest compared OMol25 entry of this formula, charge and spin), kcal per mole: 2.8

***

(3)
DFT (wB97M-V/def2-TZVPD) results for C22H27AuBrN3O3S2 as an isolated structure.

Structure (XYZ):
```
59
Properties=species:S:1:pos:R:3:nbo_charge:R:1
Au -0.648 -1.121 -0.282 1.120
C 1.358 -0.089 4.785 -0.640
C 1.719 -0.484 3.382 -0.030
C 3.033 -0.679 2.970 -0.123
C 3.317 -1.029 1.659 -0.261
C 2.260 -1.176 0.784 0.141
Br 2.563 -1.649 -1.014 0.118
N 0.995 -0.997 1.154 -0.558
C 0.731 -0.658 2.424 0.058
H 2.237 -0.068 5.425 0.237
H 0.639 -0.786 5.215 0.240
H 0.902 0.902 4.800 0.241
H 3.844 -0.559 3.677 0.243
H 4.331 -1.185 1.320 0.258
H -0.313 -0.498 2.662 0.236
C 0.476 7.359 -0.552 -0.675
C 0.226 5.905 -0.405 0.229
C 1.229 5.055 0.121 -0.210
C 1.001 3.721 0.306 0.055
C 2.035 2.790 0.858 -0.657
C -0.273 3.206 -0.084 0.074
C -1.319 4.045 -0.585 0.159
C -2.648 3.447 -0.920 -0.677
C -1.037 5.371 -0.755 -0.252
C -0.543 1.747 0.097 0.733
O -1.088 1.476 1.164 -0.602
O -0.184 0.961 -0.830 -0.690
H 1.536 7.600 -0.530 0.246
H -0.005 7.885 0.281 0.276
H 0.024 7.748 -1.465 0.258
H 2.190 5.482 0.379 0.238
H 2.910 3.337 1.202 0.242
H 2.348 2.080 0.087 0.248
H 1.627 2.215 1.692 0.237
H -2.528 2.627 -1.632 0.246
H -3.314 4.191 -1.350 0.242
H -3.112 3.035 -0.022 0.257
H -1.791 6.036 -1.158 0.240
S -2.606 -1.139 -1.618 -0.149
C -2.151 -2.298 -2.804 0.298
N -3.127 -3.132 -3.252 -0.491
C -2.937 -4.003 -4.264 0.122
C -1.703 -4.078 -4.837 -0.308
C -0.717 -3.234 -4.310 0.159
N -0.931 -2.370 -3.333 -0.448
H -4.032 -3.063 -2.802 0.452
H -3.787 -4.600 -4.562 0.252
H -1.502 -4.757 -5.651 0.267
H 0.291 -3.256 -4.709 0.226
C 0.906 -5.320 -0.125 -0.817
S 0.043 -4.166 0.922 1.240
C -1.053 -5.302 1.746 -0.811
O -0.871 -3.379 -0.023 -1.013
H 1.467 -6.008 0.506 0.258
H 1.592 -4.745 -0.745 0.256
H 0.182 -5.855 -0.738 0.244
H -0.461 -5.940 2.402 0.257
H -1.588 -5.891 1.003 0.247
H -1.746 -4.708 2.337 0.260
```

Values from the calculation:
HOMO level (spin up / spin down), eV: -13.20 / -14.00
Gap between HOMO and LUMO (spin up / spin down), eV: 7.66 / 5.66
Net charge: +2
Spin multiplicity: 3
⟨S²⟩: 2.021
LUMO (spin up / spin down), hartree: -0.203 / -0.307
Relative energy (zero: lowest compared OMol25 entry of this formula, charge and spin), kcal per mole: 0.7

***

- Look up the relative energy (zero: lowest compared OMol25 entry of this formula, charge and spin) of the third one.
  0.7 kcal per mole